1.
Computed, not measured: the molecule C3H4OS, with wB97M-V/def2-TZVPD.

## Properties
**ΔE to the lowest compared entry with this formula, charge and spin**: 74.0 kcal/mol

Last column: natural (NBO) charge in e.
Geometry (Å):
C  -0.400  0.657  -0.552  -0.249
C  -0.936  -0.536  -0.762  -0.324
C  0.475  0.633  0.649  -0.597
O  1.322  -1.904  0.390  -0.937
S  0.116  -1.282  0.888  1.185
H  -0.910  1.521  -0.812  0.203
H  -1.559  -1.007  -1.614  0.238
H  1.595  0.567  0.291  0.248
H  0.296  1.352  1.521  0.233

2.
Computed, not measured: the molecule C3H4OS, with wB97M-V/def2-TZVPD.

## Properties
**ΔE to the lowest compared entry with this formula, charge and spin**: 90.5 kcal/mol
**Structure (SMILES)**: C=COC=S

Last column: natural (NBO) charge in e.
Geometry (Å):
C  1.676  -0.629  0.002  -0.427
C  0.657  0.186  0.315  0.103
O  -0.655  -0.431  0.623  -0.509
C  -1.723  0.391  0.152  -0.032
S  -3.052  -0.477  0.047  0.052
H  2.755  -0.240  -0.556  0.209
H  1.678  -1.546  -0.270  0.202
H  0.303  1.327  -0.145  0.200
H  -1.639  1.419  -0.168  0.202

3.
Computed, not measured: the molecule C3H4OS, with wB97M-V/def2-TZVPD.

## Properties
**ΔE to the lowest compared entry with this formula, charge and spin**: 40.6 kcal/mol
**Structure (SMILES)**: C=CSC=O

Last column: natural (NBO) charge in e.
Geometry (Å):
C  0.867  -1.102  1.393  -0.412
C  0.327  -0.490  0.328  -0.393
S  -0.890  0.739  0.466  0.227
C  -0.992  1.240  -1.331  0.268
O  -0.308  0.934  -2.327  -0.527
H  0.475  -1.084  2.493  0.223
H  1.764  -1.488  1.053  0.212
H  0.862  -0.387  -0.703  0.253
H  -2.105  1.638  -1.371  0.148

Values of total energy, in order: -16054.8990, -16054.1851, -16056.3478, all in eV.